Formula: C27H24BaClN4O2SSi
Source: the OMol25 dataset
Level of theory: the ωB97M-V functional and the def2-TZVPD basis

HOMO energy = -3.719 eV
orbital gap = 6.0574 eV
E_tot = -2586.25840 hartree
net charge = -1

The geometry in XYZ format:
```
61
Properties=species:S:1:pos:R:3:forces:R:3:nbo_charge:R:1
Ba -0.154892 -1.442627 -0.180968 -0.96 -0.31 -0.12 1.7709
N 1.905988 -2.975489 4.319952 2.05 0.33 0.19 -0.8193
C 1.099873 -2.710543 3.247518 0.89 -0.15 -0.06 0.3004
S 1.872365 -1.804742 1.977908 0.00 -0.28 0.33 -0.5642
N -0.070630 -3.266778 3.390869 -1.02 0.19 -0.60 -0.4844
N -0.967171 -3.027143 2.359632 1.64 0.34 0.30 -0.2625
C -1.867660 -3.896223 2.245195 -1.62 -0.34 -1.51 0.0230
C -2.872823 -3.789330 1.129144 1.49 2.02 0.37 0.1426
C -3.496951 -4.869291 0.585059 -1.34 -2.02 0.93 -0.2500
C -4.623788 -4.654847 -0.201475 1.03 -0.16 -0.14 -0.1652
C -4.875803 -3.378604 -0.591142 -1.55 1.17 -0.75 -0.2708
C -4.072667 -2.308190 -0.194900 0.57 -1.16 0.92 0.0899
N -3.080651 -2.515467 0.681698 -0.52 -0.18 -0.39 -0.4613
H 2.955916 -2.960276 4.235744 -2.13 0.11 -0.04 0.4017
H 1.479443 -3.566583 5.003295 0.08 -0.33 0.30 0.3832
H -2.009161 -4.752674 2.876381 0.40 -0.40 0.57 0.1675
H -3.349473 -5.908495 0.954905 0.36 0.96 -0.22 0.2131
H -5.242380 -5.473787 -0.525099 -0.11 -0.14 -0.05 0.2125
H -5.788060 -3.181256 -1.155793 0.35 0.09 -0.10 0.2130
H -4.271348 -1.299711 -0.529733 0.19 -0.02 -0.04 0.2159
C 4.611641 -0.186955 -2.291785 0.04 0.07 0.04 -0.2386
C 3.480852 0.147326 -3.043894 0.36 0.61 2.27 -0.2297
C 2.387151 0.795308 -2.475062 -0.29 -0.05 0.75 -0.2315
C 2.381440 1.137749 -1.113342 2.35 -0.30 -0.16 -0.4486
C 3.644258 0.914473 -0.435546 -2.98 1.53 1.64 -0.2267
C 4.695498 0.252155 -0.964232 1.26 -0.61 -0.42 -0.2169
Si 0.794405 1.671823 -0.295590 -0.74 0.59 -0.28 0.6149
C 0.328037 3.348348 -1.192968 -0.35 -2.61 1.05 -0.3716
C -0.993380 3.721108 -1.003630 -0.70 1.05 0.32 -0.2159
C -1.399540 5.005168 -1.425347 0.47 -0.23 -0.24 -0.2104
C -0.505252 5.822045 -2.144797 1.21 -1.26 0.71 -0.2452
C 0.811519 5.371723 -2.413380 -1.53 -1.23 0.60 -0.2170
C 1.175897 4.090203 -1.943128 1.39 2.16 -1.22 -0.2283
C 1.143010 2.231892 1.496366 -1.41 -1.13 0.80 -0.4460
C 1.678688 3.423949 1.903822 1.87 2.19 -1.03 -0.1812
C 1.642384 3.940931 3.198756 -1.19 -2.23 -1.21 -0.2458
C 0.989183 3.124140 4.104983 0.55 2.83 3.30 -0.2165
C 0.412555 1.929666 3.825333 -1.31 -2.69 1.02 -0.2351
C 0.459382 1.498868 2.507148 -0.27 -1.13 -0.79 -0.1679
H 5.446791 -0.767266 -2.686598 -0.29 0.26 -0.25 0.2013
H 3.432084 0.034904 -4.056755 0.15 -0.89 -2.62 0.1966
H 1.485374 1.013586 -3.067741 0.47 -0.15 0.06 0.2094
H 3.653193 1.322508 0.606439 0.32 -0.60 -0.85 0.2169
H 5.608723 0.106964 -0.349024 -0.68 -0.06 -0.60 0.2063
H -1.633173 2.998153 -0.442556 0.25 0.95 -0.51 0.2169
H -2.375325 5.437906 -1.209647 0.02 -0.39 0.01 0.1981
H -0.791435 6.817625 -2.367887 -0.29 0.77 -0.45 0.1953
H 1.535198 5.913326 -2.985056 0.11 0.57 -0.22 0.1985
H 2.206710 3.772739 -2.173139 -0.54 -0.10 0.32 0.2072
H 2.214169 4.039578 1.141761 -0.52 -0.42 0.44 0.1950
H 1.967405 4.917858 3.431059 0.51 0.75 0.31 0.2053
H 0.934807 3.579949 5.143377 -0.11 -0.95 -1.04 0.1893
H -0.090023 1.244801 4.668769 1.14 1.80 -2.04 0.2139
H -0.058560 0.529870 2.229738 0.71 1.26 0.42 0.1972
Cl -3.601560 -2.979510 -4.556435 -2.20 0.48 -0.77 -0.0430
C -2.109966 -3.407689 -3.858592 0.63 -0.14 -0.56 -0.5138
C -1.728334 -2.650470 -2.641250 1.68 0.01 0.70 0.7483
O -2.293960 -1.630176 -2.265594 -0.79 0.70 0.17 -0.7333
O -0.657134 -3.102290 -2.123337 0.14 -0.43 0.13 -0.8586
H -1.387437 -3.189298 -4.617239 0.77 0.23 -0.25 0.2291
H -2.065402 -4.460928 -3.742192 -0.02 -0.91 0.55 0.2259
```
Positions in Å, forces in eV/Å.